Entry 1:
Molecular formula: C21H52N2O6
Method: DFT, the ωB97M-V functional and the def2-TZVPD basis

Geometry as XYZ:
```
81
Properties=species:S:1:pos:R:3:lowdin_charge:R:1
C 4.16115 -0.16871 -0.78326 -0.02
C 2.92435 -0.98491 -0.43698 -0.49
C 2.84393 -1.09554 1.11224 -0.02
C 1.66108 -0.25354 -0.93060 -0.14
C 0.39256 -1.09016 -0.84257 -0.16
C 0.59565 -2.32824 -1.73662 -0.14
C 1.79473 -3.15046 -1.26258 -0.52
C 1.37461 -3.98951 -0.05356 -0.03
C 2.06922 -4.11057 -2.45484 -0.04
N 2.96518 -2.31475 -1.07977 -0.09
O 4.02598 -3.09438 -0.55841 -0.01
H 4.37196 0.57431 -0.00989 0.09
H 5.02330 -0.82942 -0.86121 0.08
H 4.09535 0.45324 -1.67887 0.08
H 2.15619 -1.83166 1.51895 0.06
H 3.82105 -1.41115 1.48556 0.08
H 2.62108 -0.08492 1.45463 0.07
H 1.49716 0.66886 -0.36453 0.10
H 1.83177 0.08056 -1.95963 0.11
H 0.21476 -1.48908 0.15420 0.09
H -0.41627 -0.48157 -1.25055 0.10
H 0.73651 -1.98322 -2.76465 0.09
H -0.33024 -2.90590 -1.75896 0.13
H 1.08616 -3.43132 0.83457 0.06
H 2.17530 -4.63801 0.32880 0.09
H 0.65743 -4.75589 -0.35624 0.09
H 1.16656 -4.68838 -2.65541 0.08
H 2.83603 -4.85507 -2.21414 0.08
H 2.45402 -3.57478 -3.31995 0.08
H 4.78195 -2.83682 -1.09550 0.10
C 0.11609 -0.38980 4.60636 -0.04
C -0.60524 0.94839 4.48837 -0.52
C -0.76957 1.57588 5.85956 -0.04
C 0.27262 1.87380 3.60446 -0.13
C 0.09189 1.71547 2.09802 -0.17
C -1.37576 1.81396 1.70875 -0.13
C -2.25634 0.78679 2.44212 -0.51
C -3.70760 1.29744 2.29353 -0.03
C -2.09767 -0.60498 1.81906 -0.02
N -1.91317 0.75368 3.85878 -0.13
O -2.79290 0.01458 4.65566 -0.01
H 0.40010 -0.77692 3.62442 0.06
H 1.05912 -0.33137 5.16448 0.09
H -0.42860 -1.17407 5.13706 0.09
H -1.17714 0.84298 6.55391 0.08
H 0.20927 1.90728 6.21461 0.09
H -1.38709 2.47434 5.81184 0.09
H 0.23477 2.92304 3.91190 0.12
H 1.29670 1.60473 3.89034 0.12
H 0.67623 2.50999 1.62601 0.12
H 0.54467 0.77301 1.78396 0.08
H -1.41540 1.56528 0.64627 0.10
H -1.79045 2.80354 1.89538 0.12
H -3.91306 1.40544 1.22810 0.09
H -3.83428 2.21169 2.86799 0.09
H -4.40183 0.53512 2.65502 0.08
H -2.14318 -0.54779 0.72615 0.07
H -2.84525 -1.32973 2.14585 0.08
H -1.13707 -1.07834 2.02848 0.06
H -3.46250 0.63510 4.96915 0.10
C -2.40696 -0.46860 -5.20858 -0.04
C -1.44319 -0.01428 -4.09389 -0.46
C -0.01186 0.13886 -4.59409 -0.04
O -1.95834 1.24587 -3.63077 -0.08
H -2.42509 0.35926 -5.91451 0.08
H -3.39652 -0.63635 -4.78342 0.08
H -2.09235 -1.42396 -5.62994 0.08
H -1.46148 -0.76470 -3.29926 0.12
H 0.02284 0.60111 -5.58120 0.08
H 0.49078 -0.82466 -4.65495 0.08
H 0.53832 0.75403 -3.88005 0.07
H -2.58212 1.09445 -2.91407 0.11
O -0.99132 3.50652 -5.37722 -0.05
H -1.15384 2.71118 -4.85245 -0.02
H -0.78533 3.18653 -6.26068 0.03
O -0.70127 3.05338 -1.66598 -0.04
H -1.17925 2.72992 -2.44515 0.01
H 0.15208 2.61079 -1.70307 0.04
O -1.88271 5.66400 -0.30716 -0.06
H -2.21696 5.54530 0.58670 0.02
H -1.55134 4.79381 -0.56608 -0.01
```

Summary:
**Energy above the lowest of the compared OMol25 structures with the same formula, charge and spin**: 0.0 kJ/mol
**E_HOMO**: -7.926 eV
**2S+1**: 1
**HOMO-LUMO gap**: 8.2 eV
**Structure (SMILES)**: CC1(C)CCCC(C)(C)N1O.CC1(C)CCCC(C)(C)N1O.CC(C)O.O.O.O
**Charge**: 0

Entry 2:
Molecular formula: C20H18Cl2N4O4
Method: DFT, the ωB97M-V functional and the def2-TZVPD basis

Geometry as XYZ:
```
48
Properties=species:S:1:pos:R:3:lowdin_charge:R:1
C 4.83378 -3.01177 -2.89686 -0.01
C 4.59310 -1.64192 -2.10693 -0.52
C 4.80779 -0.47237 -3.11598 -0.04
C 3.27071 -1.51062 -1.61233 0.02
C 2.08703 -1.30018 -1.32069 0.00
C 0.78418 -0.82761 -0.93747 -0.28
C 0.07353 -1.63236 -0.02409 -0.52
Cl 0.52196 -3.31205 0.40491 0.65
C -1.14410 -1.04732 0.57128 0.00
C -1.45823 0.27847 0.20451 -0.20
N -2.48752 0.82965 0.96511 -0.03
C -2.16907 1.30566 2.26695 -0.09
C -2.07199 2.93626 2.39516 -0.06
O -3.23172 3.65681 1.82693 0.01
C -4.40012 3.00250 1.88667 -0.33
N -5.35852 3.53475 2.60849 0.17
C -6.49526 2.75664 2.77028 -0.10
N -6.72611 1.60254 2.14545 0.12
C -5.84222 1.20860 1.35872 -0.40
N -6.30421 0.16147 0.58521 0.14
C -4.63125 1.81095 1.22002 -0.09
C -3.71513 1.24496 0.41049 -0.36
O -4.03674 1.07306 -0.78758 0.08
C -0.71295 1.05393 -0.82389 0.03
C 0.37582 0.41336 -1.43125 -0.55
Cl 1.28030 1.23853 -2.71622 0.69
C 5.60445 -1.50387 -0.92856 -0.05
C 5.56014 -2.58598 0.20429 -0.48
O 6.34994 -3.49009 0.07753 0.09
O 4.83758 -2.30116 1.33306 0.06
H 5.49248 -2.95637 -3.79753 0.09
H 3.91119 -3.39376 -3.30730 0.07
H 5.27560 -3.76143 -2.19725 0.08
H 4.24827 -0.63170 -3.96726 0.06
H 4.68412 0.49150 -2.68164 0.07
H 5.84368 -0.54457 -3.55312 0.10
H -1.81570 -1.69179 1.18605 0.13
H -1.16544 0.86436 2.55369 0.15
H -3.03798 0.96981 2.86904 0.14
H -1.14501 3.25173 1.94003 0.11
H -1.82661 3.22144 3.42046 0.12
H -7.36804 3.19992 3.22795 0.11
H -5.97531 0.22962 -0.43185 0.13
H -7.26188 0.03527 0.94856 0.11
H -0.96331 2.07777 -0.96750 0.11
H 5.38020 -0.42939 -0.57132 0.15
H 6.61583 -1.48268 -1.35301 0.13
H 4.91271 -2.92058 2.14878 0.17
```

Summary:
**Energy above the lowest of the compared OMol25 structures with the same formula, charge and spin**: 430.3 kJ/mol
**E_HOMO**: -8.817 eV
**2S+1**: 1
**HOMO-LUMO gap**: 8.8 eV
**Structure (SMILES)**: CC(C)(C#Cc1c(Cl)cc(N2CCOc3ncnc(N)c3C2=O)cc1Cl)CC(=O)O
**Charge**: 0

Entry 3:
Molecular formula: C21H36BF4N3PdS
Method: DFT, the ωB97M-V functional and the def2-TZVPD basis

Geometry as XYZ:
```
67
Properties=species:S:1:pos:R:3:lowdin_spin:R:1
Pd 0.23890 0.18410 0.65080 1.17
C -1.33910 0.92490 2.04750 0.21
C -1.08810 -0.48270 2.26310 0.24
C -1.99970 -1.19310 1.35980 0.27
C -2.76430 -0.21110 0.69200 0.38
C -2.43810 1.08320 1.15540 0.32
C -3.15380 2.34570 0.82510 0.03
C -2.60310 2.77670 -0.55980 0.04
C -2.87080 3.45300 1.84160 0.00
C -4.66480 2.10500 0.72600 0.01
C -2.20770 -2.65530 1.05100 0.02
C -1.00520 -3.15370 0.22940 0.02
C -3.46820 -2.89500 0.19040 0.00
C -2.44640 -3.50430 2.30980 0.01
C -0.16490 -0.90020 3.40280 0.03
C 0.76000 -2.06840 3.01510 0.01
C -0.98750 -1.24030 4.65590 0.02
C 0.76910 0.27640 3.76430 0.02
H -1.01660 1.71300 2.71190 0.01
H -3.52990 -0.42200 -0.03080 0.01
H -1.53620 2.99540 -0.48510 0.00
H -3.12800 3.67420 -0.88130 0.01
H -2.74910 1.99330 -1.30040 0.00
H -1.82430 3.75100 1.83390 0.00
H -3.14230 3.12880 2.84420 0.00
H -3.46630 4.33130 1.60590 0.00
H -4.91660 1.44910 -0.10320 0.00
H -5.17020 3.05460 0.57360 0.00
H -5.04590 1.65940 1.64220 0.00
H -1.09450 -2.82520 -0.80610 0.00
H -0.98820 -4.24030 0.23360 0.00
H -0.05200 -2.77790 0.61070 0.00
H -3.37010 -2.43710 -0.79100 0.00
H -4.35800 -2.52730 0.69540 0.00
H -3.60730 -3.96180 0.02230 0.00
H -1.56100 -3.57560 2.93540 0.00
H -2.71640 -4.51770 2.02140 0.00
H -3.26480 -3.09320 2.89590 0.00
H 0.21440 -2.99170 2.84770 0.00
H 1.45450 -2.25650 3.83220 0.00
H 1.34800 -1.81620 2.11780 0.00
H -1.63990 -2.09310 4.50390 0.00
H -1.59960 -0.39390 4.95630 0.00
H -0.30800 -1.47120 5.47240 0.00
H 1.27990 0.67660 2.87120 0.01
H 1.53050 -0.07710 4.45570 0.00
H 0.23670 1.08010 4.26710 0.00
F -0.63840 -1.19220 -2.83420 0.00
B 0.29050 -0.43830 -2.26870 0.00
F -0.37380 0.67160 -1.50520 0.06
F 0.90770 -1.15510 -1.16040 0.02
F 1.24720 0.12070 -3.01950 0.00
C 6.22640 -1.40220 -0.33020 0.00
C 5.12830 -1.07480 0.66810 0.03
C 4.08870 -0.16460 0.15530 0.16
N 2.91300 0.01210 0.68990 0.17
N 2.16960 0.93940 0.09990 0.29
C 2.75530 1.50750 -0.95700 0.08
N 2.23180 2.47130 -1.69450 0.27
S 4.35540 0.86860 -1.22410 0.01
H 6.98710 -2.01580 0.14600 0.00
H 6.70940 -0.49820 -0.70180 0.00
H 5.83190 -1.95460 -1.18260 0.00
H 5.58980 -0.58010 1.53420 0.02
H 4.66030 -1.98450 1.05690 0.01
H 1.23750 2.66590 -1.66100 0.01
H 2.73900 2.79990 -2.50590 0.01
```

Summary:
**E_HOMO (spin up / spin down)**: -14.590 / -16.388 eV
**2S+1**: 5
**Expectation value of S²**: 6.03
**HOMO-LUMO gap (spin up / spin down)**: 8.0 / 5.8 eV
**Charge**: +2